[1]
Entry from OMol25: 10 unconnected molecules or ions with the total composition C30H57FO30 in a non-equilibrium geometry (ωB97M-V/def2-TZVPD).

Each line ends with the Löwdin charge.
Element x y z (Å)
C  -18.034  -13.804  13.547  -0.01
C  -20.453  -12.555  5.598  -0.02
O  -19.263  -13.379  10.974  0.05
O  -20.903  -15.676  -0.272  -0.04
H  -19.612  -10.273  -5.366  0.10
H  -24.975  -12.775  5.563  0.08
O  -23.460  -11.607  7.267  0.12
H  -17.602  -16.080  3.919  0.09
C  -21.389  -12.028  3.346  -0.53
C  -24.711  -9.101  3.119  -0.03
O  -22.929  -12.582  9.270  0.16
H  -18.566  -11.306  -4.468  0.10
O  -27.805  -14.230  2.633  0.12
H  -26.816  -11.343  0.774  0.08
O  -16.358  -14.813  6.978  0.05
C  -24.808  -11.205  -2.289  -0.55
C  -19.926  -14.558  -0.260  0.01
C  -23.068  -12.247  -3.617  -0.04
H  -20.447  -10.762  10.191  0.15
H  -26.357  -12.896  0.033  0.10
H  -20.969  -5.686  3.100  0.09
H  -23.693  -9.469  2.995  0.08
H  -24.830  -12.227  3.913  0.07
C  -24.985  -13.114  4.527  -0.03
F  -22.689  -11.511  11.174  0.11
H  -20.223  -9.762  0.781  0.09
O  -26.225  -12.719  2.091  -0.01
H  -24.726  -8.089  3.525  0.10
H  -20.535  -13.364  6.323  0.10
H  -21.193  -8.849  6.598  0.09
H  -28.804  -8.504  0.172  0.10
C  -22.044  -12.267  10.298  -0.35
H  -20.376  -13.609  0.030  0.06
C  -26.826  -12.425  0.897  -0.08
H  -24.269  -13.883  4.235  0.10
H  -20.952  -11.708  6.071  0.07
C  -16.685  -12.046  7.465  -0.01
H  -27.730  -7.258  -0.428  0.10
H  -22.230  -4.428  3.006  0.10
O  -20.160  -10.573  -3.414  -0.02
H  -17.061  -13.313  13.526  0.09
O  -26.805  -9.023  0.356  -0.03
H  -20.397  -11.498  0.452  0.05
O  -21.921  -6.326  6.905  0.10
H  -27.902  -8.783  -1.316  0.08
H  -19.812  -15.922  8.957  0.10
H  -27.910  -12.505  0.815  0.11
H  -22.255  -11.736  -4.132  0.07
H  -20.030  -11.958  -4.985  0.10
H  -23.302  -18.513  0.045  0.10
C  -26.853  -13.536  2.927  -0.54
C  -21.964  -5.394  3.436  -0.09
H  -21.948  -17.529  0.773  0.09
H  -19.066  -14.837  0.349  0.09
H  -19.059  -14.335  8.740  0.07
C  -16.714  -15.461  4.047  -0.07
O  -25.432  -9.405  1.944  -0.01
H  -22.439  -12.860  0.564  0.09
H  -22.468  -12.348  -2.713  0.07
H  -18.148  -15.689  8.405  0.08
C  -19.615  -11.033  -4.584  -0.09
C  -26.442  -8.613  1.590  -0.52
H  -17.528  -12.123  8.153  0.08
H  -18.862  -10.700  0.216  0.10
C  -21.011  -11.454  9.565  -0.12
H  -21.676  -18.457  -0.695  0.09
C  -27.848  -8.336  -0.323  -0.04
H  -16.611  -10.966  7.345  0.10
O  -18.569  -15.483  10.509  0.03
O  -16.982  -12.722  6.233  -0.02
H  -22.654  -9.360  5.777  0.09
H  -25.093  -9.844  3.819  0.09
H  -16.089  -16.137  4.631  0.09
O  -26.846  -7.609  2.249  0.07
C  -22.739  -12.208  1.385  -0.03
H  -20.305  -12.093  9.035  0.12
H  -24.920  -8.811  -3.692  0.10
O  -20.340  -10.263  -1.264  0.01
O  -20.904  -10.901  3.205  0.09
C  -21.674  -8.910  5.622  -0.05
H  -16.225  -15.158  3.121  0.10
O  -19.175  -12.119  -2.004  0.09
H  -19.564  -14.319  -1.260  0.07
O  -22.331  -14.797  -1.859  0.13
C  -16.730  -14.010  6.059  -0.47
O  -18.090  -14.735  12.446  0.02
H  -15.768  -12.420  7.920  0.10
O  -22.155  -12.752  2.550  0.01
C  -22.424  -17.893  -0.137  -0.04
C  -19.829  -11.083  -2.207  -0.52
O  -25.578  -10.145  -2.217  0.02
H  -18.780  -13.013  13.474  0.09
H  -26.384  -8.437  -2.655  0.08
C  -19.939  -10.571  0.108  -0.02
H  -22.654  -6.151  3.063  0.08
C  -18.689  -14.444  11.317  -0.56
O  -24.169  -11.341  -3.486  0.00
H  -22.520  -11.161  1.176  0.10
H  -26.431  -9.540  -4.015  0.10
O  -21.712  -10.807  8.582  0.06
O  -24.581  -11.924  -1.340  0.12
H  -23.826  -12.217  1.466  0.08
H  -23.221  -13.275  -3.948  0.10
O  -26.286  -13.585  4.188  -0.02
H  -21.106  -9.540  4.936  0.07
O  -22.128  -5.325  4.815  -0.03
H  -21.609  -13.099  10.853  0.16
C  -22.777  -11.640  8.301  -0.45
C  -18.900  -15.346  9.115  -0.02
H  -19.403  -12.263  5.566  0.09
C  -22.031  -15.650  -1.060  -0.55
C  -25.809  -9.192  -3.190  -0.06
C  -21.907  -6.435  5.670  -0.45
O  -21.075  -12.888  4.350  0.00
H  -18.073  -14.395  14.463  0.10
O  -21.735  -7.632  5.030  -0.04
O  -16.994  -14.274  4.716  -0.03
O  -22.778  -16.764  -0.917  -0.01

Atomic forces in eV per Å
C 0.4 0.3 -0.3
C -0.1 1.4 0.3
O 1.5 -2.3 1.5
O -0.1 0.5 -0.1
H -0.5 0.2 0.4
H 0.0 -0.6 0.0
O 2.2 0.2 3.4
H -0.3 0.5 -0.5
C 2.1 0.6 1.0
C 0.4 -1.6 1.3
O -0.1 0.1 -0.7
H 0.2 0.1 0.3
O 1.0 1.1 0.7
H 1.0 0.0 -0.2
O -1.3 2.8 -3.9
C 2.4 -1.3 0.1
C -0.9 -0.1 -1.2
C 1.9 0.3 1.2
H -0.3 0.0 0.0
H 0.1 -0.1 0.3
H 0.2 0.1 0.3
H 0.2 0.5 -0.5
H 0.5 0.1 0.0
C -0.3 0.9 -1.4
F -1.1 1.2 1.4
H -0.3 0.0 -0.5
O 0.9 -0.2 2.0
H -0.4 -0.1 -0.5
H -0.3 -0.5 -0.6
H 0.1 0.0 0.0
H 0.0 0.0 0.1
C 1.6 -0.4 -0.1
H -0.2 -0.4 0.5
C -1.6 1.8 -2.6
H 0.2 0.1 0.5
H -0.3 0.1 -0.2
C -0.2 -0.2 0.8
H 0.5 0.0 0.3
H 0.0 0.0 0.3
O -1.0 0.8 2.1
H 0.1 -0.1 -0.1
O 0.0 0.6 0.8
H -0.1 0.2 -0.2
O 0.0 0.1 -3.7
H 0.1 0.0 0.2
H 0.0 0.1 0.0
H -0.1 -1.2 0.7
H -0.8 0.1 -1.2
H -0.7 0.1 0.2
H 0.0 0.4 -0.1
C -0.1 -1.6 1.0
C -0.4 -1.1 -1.3
H -0.2 -0.4 0.2
H -0.5 -0.2 0.2
H -0.2 0.3 0.9
C 0.6 -1.5 0.5
O -0.4 0.7 -0.9
H -0.1 0.2 -0.1
H -0.9 -0.2 0.9
H 0.5 -0.6 0.9
C 2.1 -1.4 -1.6
C -0.3 3.3 1.3
H 0.0 -0.6 0.1
H 0.0 0.1 -0.5
C 2.1 -0.6 1.0
H 0.0 -0.2 0.1
C -0.8 -0.1 -0.1
H 0.2 -0.2 -0.9
O 0.7 -0.2 -0.6
O 0.1 0.6 -0.5
H -0.2 0.3 -0.1
H -0.2 0.5 0.7
H 0.5 0.3 0.1
O 0.9 -3.6 -2.6
C -0.8 0.4 -1.0
H 0.3 -0.4 0.5
H 0.2 0.1 0.5
O 0.7 -0.6 0.1
O -1.5 -2.0 0.0
C 0.3 -0.3 1.1
H -0.2 -0.4 0.0
O -1.5 2.6 -0.6
H -0.1 -0.5 -0.1
O 0.4 -0.4 0.9
C 0.9 -3.0 1.7
O -0.1 0.0 0.6
H -0.2 -0.1 -0.1
O 0.0 0.5 0.5
C 1.3 0.4 0.2
C 1.1 -1.6 0.3
O -0.3 -1.0 1.2
H -0.2 -0.4 0.0
H 0.4 0.3 -0.3
C 0.2 -0.4 0.0
H 0.0 0.0 -0.4
C -1.3 2.7 -1.7
O -0.7 0.2 -0.1
H 0.6 -0.1 0.2
H -0.2 -0.4 0.1
O -2.8 0.0 -1.7
O -0.6 0.7 -0.7
H 0.0 -0.4 0.2
H -0.8 0.4 -0.3
O -1.6 -0.5 -0.9
H 0.0 0.2 0.1
O 0.8 -1.8 3.2
H -0.3 -0.4 -0.6
C -1.6 0.4 -3.5
C -0.9 0.0 -0.8
H 0.1 -0.2 -0.7
C 1.1 -0.1 -0.1
C -0.5 0.8 -1.4
C -0.4 -0.3 2.1
O -0.1 -0.3 0.3
H -0.4 0.1 -0.2
O -0.5 2.8 -1.5
O -0.1 1.9 2.8
O -0.5 1.0 -0.6

The HOMO-LUMO gap is 10.5 eV. For the molar mass, the calculation gives 916.8 g/mol. The SMILES is O=C1OC[C@@H](F)O1.COC(=O)OC.COC(=O)OC.COC(=O)OC.COC(=O)OC.COC(=O)OC.COC(=O)OC.COC(=O)OC.COC(=O)OC.COC(=O)OC. The relative energy (zero: lowest compared OMol25 entry of this formula, charge and spin) comes out at 0.0 kJ/mol. The electronic energy is -3534.27369 Ha.

[2]
Entry from OMol25: a molecular structure, C45H69CsNO5P2SSi in a non-equilibrium geometry (ωB97M-V/def2-TZVPD).

Each line ends with the Löwdin charge.
Element x y z (Å)
C  -2.548  3.998  -0.151  -0.15
H  7.368  1.823  -2.831  0.07
C  1.312  2.494  -6.591  -0.14
O  -1.038  -2.393  1.504  -0.28
P  0.267  -0.670  -4.095  1.11
C  0.623  3.573  -6.070  -0.11
H  0.752  4.500  -6.574  0.08
H  -3.034  2.547  -5.353  0.05
H  7.199  2.086  1.238  0.10
H  2.038  2.619  -7.360  0.07
H  -0.204  -2.145  7.874  0.07
C  3.291  8.326  11.170  -0.01
C  -5.155  0.521  -0.464  -0.15
H  -2.879  4.432  0.812  0.09
C  -0.306  -1.673  -5.660  -0.53
H  -3.394  -0.549  4.417  0.10
H  -1.638  -0.007  4.270  0.05
H  -4.351  2.746  -6.417  0.06
H  1.891  -2.429  -2.246  0.07
C  1.136  1.231  -6.030  -0.13
Si  -0.028  -2.452  4.870  0.47
H  -0.423  4.519  -0.089  0.10
C  1.104  -1.729  6.268  -0.18
H  -1.226  -4.485  6.566  0.09
C  1.444  -6.242  4.323  -0.08
H  -0.232  -3.395  -4.431  0.04
H  2.797  -1.431  4.949  0.10
H  3.369  0.616  -4.375  0.09
H  -4.206  4.308  -3.814  0.06
H  0.016  3.837  -2.382  0.10
H  6.747  3.333  -3.557  0.06
C  7.403  2.919  -2.811  -0.13
H  4.137  -0.234  6.633  0.12
H  -1.108  -3.624  -5.967  0.08
H  3.322  -2.830  -3.251  0.07
H  -5.863  1.829  -4.525  0.08
C  -2.312  -0.817  4.176  -0.10
C  1.168  -4.889  4.173  -0.10
Cs  -1.092  0.414  0.844  1.00
C  -3.146  2.541  -2.077  -0.34
H  6.992  4.440  -1.241  0.06
C  -5.560  0.927  -1.862  -0.59
H  -4.563  3.486  -0.680  0.10
H  3.660  -0.470  -2.943  0.05
C  -0.480  1.999  -4.492  -0.30
C  2.775  -0.717  8.261  -0.12
H  2.400  -1.491  -5.231  0.11
H  0.566  -1.793  -6.308  0.09
C  -2.800  -3.229  4.626  -0.11
C  1.501  -1.144  8.598  -0.10
H  -6.009  0.204  0.104  0.06
C  -1.863  2.699  -2.630  -0.39
H  -3.906  -2.955  4.555  0.10
C  -4.936  2.363  -4.308  -0.54
H  -2.735  -4.076  5.325  0.06
H  -1.826  -2.720  -4.595  0.07
C  -0.489  -5.044  5.953  -0.09
C  0.371  0.955  -4.909  -0.36
C  6.442  0.199  0.224  -0.12
H  -0.992  4.101  -4.707  0.10
H  -4.757  1.271  0.182  0.04
C  2.268  -2.456  -3.291  -0.15
H  -6.187  1.879  -1.829  0.11
C  2.385  -1.327  5.951  -0.10
H  -1.083  -0.373  -7.231  0.06
H  -2.321  -1.188  3.141  0.02
C  -4.048  2.186  -5.539  -0.15
H  -0.417  -2.208  2.283  -0.03
H  5.531  -0.104  -0.135  0.03
S  5.544  2.781  -0.430  0.88
C  -0.336  3.306  -5.085  -0.05
H  7.157  0.214  -0.580  0.07
C  -2.223  -1.689  6.519  -0.13
C  -1.259  4.063  -0.652  -0.15
H  -1.905  -1.872  -7.208  0.08
H  7.969  3.022  -0.741  0.05
H  -4.037  1.149  -5.871  0.06
C  7.140  3.346  -1.353  -0.35
H  -3.251  -1.285  6.627  0.08
H  6.734  -0.527  0.936  0.06
H  1.511  1.324  3.249  0.04
H  1.307  -1.278  9.645  0.09
C  -3.520  3.392  -1.030  -0.12
C  -1.423  -1.125  -6.553  -0.13
C  2.027  -1.187  -4.209  -0.58
C  0.199  -4.325  4.971  -0.22
C  0.674  -1.599  7.594  -0.12
H  3.401  -0.297  9.023  0.09
H  -2.065  -2.555  7.191  0.07
H  -2.525  -3.535  3.568  0.10
H  -5.695  4.029  -2.934  0.07
H  1.684  -3.307  -3.745  0.05
H  -7.386  -0.340  -1.639  0.07
H  -0.492  -3.048  1.034  0.05
O  3.454  7.690  10.238  0.01
H  -1.628  -0.789  6.814  0.08
C  -1.953  -2.069  5.063  -0.59
C  -6.598  -0.096  -2.387  -0.15
C  -0.923  -2.926  -5.125  -0.18
H  0.984  -8.043  5.549  0.11
C  3.165  -0.733  6.944  -0.11
H  5.515  1.566  1.626  0.07
H  -0.465  -6.864  7.013  0.08
C  2.922  -0.073  -3.611  -0.14
H  -4.465  -0.349  -0.376  0.09
H  2.300  0.610  -3.051  0.05
O  0.981  0.685  2.740  -0.27
H  -5.727  4.350  -4.695  0.07
C  -5.172  3.827  -3.895  -0.12
H  1.616  -4.246  3.371  0.11
C  0.766  -6.958  5.345  -0.12
H  8.429  3.256  -3.113  0.08
C  -0.977  3.626  -1.990  -0.03
C  6.243  1.619  0.805  -0.39
P  -4.133  1.278  -3.010  1.09
O  4.819  1.949  -1.369  -0.54
H  -6.174  -1.030  -2.809  0.07
N  -1.386  1.719  -3.446  0.00
H  1.015  -0.184  3.220  0.00
O  0.620  -1.994  3.525  -0.37
C  -0.149  -6.368  6.150  -0.12
H  2.233  -6.705  3.693  0.10
H  1.708  0.366  -6.487  0.12
H  -2.230  -0.689  -6.031  0.05
H  -7.139  0.286  -3.267  0.05

Atomic forces in eV per Å
C -1.5 -0.4 -1.0
H 0.0 0.3 -0.4
C 0.1 -0.7 0.5
O 0.8 -0.5 -0.1
P -0.6 -0.2 -1.8
C -1.2 -1.4 0.5
H -0.1 1.0 0.1
H 0.1 -0.4 0.1
H -1.3 -0.6 -0.6
H 0.3 0.1 -0.6
H -0.5 0.3 0.2
C 0.3 -1.1 -1.5
C 0.5 -1.1 0.7
H 0.4 -0.2 -0.8
C -1.2 0.8 0.2
H 1.3 0.1 -0.2
H 0.6 1.0 0.3
H -0.6 0.4 -0.1
H 0.2 0.6 -0.6
C 1.4 -1.5 -0.7
Si -0.2 -0.5 0.7
H -0.6 -0.1 -0.3
C -1.4 -0.3 -0.3
H 0.6 -0.8 -0.2
C 0.2 -0.6 0.2
H -0.1 -0.5 0.2
H -0.3 0.1 0.0
H -0.2 -0.9 0.5
H 0.3 0.2 0.0
H -0.2 -0.4 0.0
H -0.6 0.0 0.0
C 0.7 -0.3 0.8
H -1.1 -0.9 0.5
H -0.1 0.1 0.6
H -0.6 0.7 -0.2
H -0.3 0.2 0.1
C -1.8 -2.2 0.1
C 0.3 -0.3 -1.1
Cs -0.3 0.4 -0.7
C -1.0 0.8 -0.1
H 0.5 -0.5 -0.2
C -1.7 1.3 -0.1
H 0.4 -0.4 -0.4
H 0.6 -0.1 0.2
C -0.9 0.7 2.5
C -0.4 0.7 -0.1
H -0.6 0.4 0.9
H 0.1 -0.4 0.3
C -1.3 -0.5 -1.3
C 0.8 -0.5 -0.2
H -0.8 -0.3 0.1
C 2.1 -0.7 0.8
H 1.1 -0.1 0.2
C 0.0 -0.3 0.4
H 0.0 0.2 -0.5
H -0.8 0.2 0.3
C 0.5 0.8 -0.2
C -0.5 0.8 -0.8
C 1.3 2.1 0.4
H 0.3 -0.3 -0.2
H 0.7 1.0 0.0
C -0.9 -1.4 -0.9
H 0.8 -0.8 0.4
C 0.4 0.7 0.2
H 0.4 0.8 -0.4
H 0.1 0.3 0.1
C 0.2 0.6 -0.4
H 0.0 0.0 0.2
H -2.2 -0.8 -1.2
S 1.9 0.8 0.2
C 0.1 0.1 0.1
H 0.3 -0.1 -0.4
C -0.5 1.0 0.1
C 1.1 0.4 -1.8
H 0.5 -0.3 0.4
H 0.3 0.1 0.3
H 0.3 -0.1 0.3
C -0.8 0.8 0.4
H 0.0 -0.7 0.0
H 0.5 -0.5 1.0
H -0.3 -0.6 -0.3
H -0.6 0.2 0.3
C 0.2 -0.4 2.0
C 0.4 0.3 -0.8
C 2.1 -1.0 1.1
C -1.1 1.3 0.9
C 0.5 -1.1 0.3
H 0.4 0.1 0.2
H -0.2 0.7 -0.1
H -0.2 0.0 1.3
H 0.2 -0.6 -0.6
H 0.6 0.6 0.4
H 0.7 0.1 -0.3
H -0.5 0.2 0.0
O -0.3 1.1 1.5
H -0.1 -1.0 0.0
C 1.0 1.5 0.2
C -0.1 -0.4 -1.1
C 1.5 -1.7 -0.5
H 0.0 1.2 -0.4
C 1.8 0.6 -1.0
H 0.1 0.2 -0.2
H -0.9 -1.0 1.0
C -0.4 1.0 -1.3
H -0.2 0.4 -0.6
H -0.2 0.2 0.6
O 0.5 0.3 0.7
H 0.1 -0.1 0.3
C -0.4 0.0 -0.5
H -0.2 -0.7 0.9
C 1.9 -1.7 -1.3
H -0.7 -0.4 0.5
C -0.3 0.3 2.1
C 1.5 -0.1 0.8
P 0.0 -0.3 0.5
O -1.4 -1.1 -1.3
H 0.1 0.3 0.7
N 0.7 0.9 -2.5
H -0.1 -0.1 -0.2
O 0.2 1.3 -1.6
C -0.4 1.3 0.2
H -0.7 0.1 0.5
H -0.5 1.1 0.5
H -0.9 0.5 1.1
H 0.1 0.3 0.3

The HOMO-LUMO gap is 5.1 eV. For the molar mass, the calculation gives 959.1 g/mol. The relative energy (zero: lowest compared OMol25 entry of this formula, charge and spin) comes out at 112.8 kJ/mol. The electronic energy is -3577.57465 Ha. The net charge is -1.